158
Properties=species:S:1:pos:R:3 method="wB97M-V/def2-TZVPD" largest_force_ev_per_a=0.86 gap_ev=7.776 e_tot_ev=-124625.882 smiles="CC(=O)OCCCCCc1cc2c(cc1CCCCl)C(=O)N(Cc1ccccc1C)C2=O.O=C1c2ccccc2C(=O)c2ccccc21.O=C1c2ccccc2C(=O)c2ccccc21.O=C1c2ccccc2C(=O)c2ccccc21.O=C1c2ccccc2C(=O)c2ccccc21" e_lumo_ev=-1.173
C -2.727 -2.162 6.194
C -3.097 -3.124 5.097
O -4.224 -3.511 4.936
O -2.107 -3.602 4.302
C -1.172 -2.668 3.760
C -1.626 -2.134 2.393
C -0.590 -2.329 1.286
C 0.318 -1.112 1.058
C 1.138 -1.323 -0.231
C 2.421 -0.542 -0.285
C 2.409 0.854 -0.296
C 3.632 1.494 -0.378
C 4.835 0.829 -0.460
C 4.861 -0.558 -0.422
C 3.658 -1.247 -0.322
C 3.672 -2.766 -0.260
C 5.043 -3.418 -0.147
C 5.761 -3.122 1.171
Cl 7.531 -2.935 0.901
C 5.934 1.822 -0.570
O 7.076 1.631 -0.873
N 5.359 3.114 -0.260
C 5.801 3.500 1.114
C 6.983 4.436 1.081
C 6.859 5.648 0.412
C 7.910 6.537 0.339
C 9.117 6.229 0.945
C 9.246 5.024 1.615
C 8.197 4.116 1.689
C 8.408 2.822 2.438
C 3.941 2.956 -0.408
O 3.192 3.879 -0.583
H -3.518 -2.116 6.932
H -2.613 -1.165 5.762
H -1.762 -2.415 6.631
H -0.239 -3.216 3.630
H -0.946 -1.853 4.448
H -1.963 -1.099 2.443
H -2.505 -2.724 2.121
H -1.094 -2.507 0.334
H 0.065 -3.182 1.482
H 0.946 -0.913 1.930
H -0.337 -0.252 0.897
H 0.505 -0.998 -1.061
H 1.285 -2.389 -0.373
H 1.504 1.444 -0.258
H 5.814 -1.066 -0.485
H 3.044 -3.084 0.577
H 3.186 -3.147 -1.161
H 4.883 -4.497 -0.201
H 5.665 -3.182 -1.008
H 5.649 -3.919 1.898
H 5.447 -2.168 1.584
H 4.958 3.971 1.620
H 6.073 2.602 1.671
H 5.917 5.911 -0.055
H 7.797 7.485 -0.171
H 9.954 6.913 0.906
H 10.190 4.765 2.080
H 9.372 2.851 2.943
H 8.439 1.974 1.749
H 7.626 2.644 3.175
C -1.042 10.870 2.795
C -1.885 10.327 3.759
C -2.031 8.954 3.860
C -1.344 8.117 2.990
C -0.514 8.663 2.010
C -0.359 10.041 1.922
C 0.204 7.790 1.035
O 0.929 8.267 0.189
C -0.006 6.317 1.132
C 0.610 5.486 0.205
C 0.438 4.115 0.286
C -0.345 3.571 1.299
C -0.964 4.394 2.225
C -0.804 5.770 2.141
C -1.502 6.641 3.127
O -2.183 6.166 4.013
H -0.923 11.943 2.723
H -2.426 10.977 4.434
H -2.680 8.521 4.610
H 0.294 10.453 1.165
H 1.222 5.916 -0.575
H 0.910 3.475 -0.438
H -0.475 2.497 1.366
H -1.577 3.979 3.014
C -7.053 -3.176 4.966
C -6.988 -3.884 3.770
C -7.682 -3.439 2.659
C -8.455 -2.285 2.736
C -8.538 -1.586 3.942
C -7.830 -2.034 5.050
C -9.388 -0.370 4.069
O -9.458 0.243 5.114
C -10.157 0.073 2.870
C -10.996 1.175 2.973
C -11.706 1.609 1.868
C -11.577 0.948 0.651
C -10.745 -0.154 0.544
C -10.038 -0.600 1.653
C -9.171 -1.807 1.524
O -9.056 -2.376 0.457
H -6.503 -3.517 5.828
H -6.385 -4.779 3.708
H -7.630 -3.979 1.724
H -7.893 -1.479 5.976
H -11.087 1.684 3.923
H -12.363 2.465 1.951
H -12.129 1.292 -0.214
H -10.641 -0.677 -0.397
C 7.582 -5.795 -6.401
C 7.175 -4.873 -5.443
C 6.178 -5.202 -4.541
C 5.576 -6.454 -4.599
C 5.972 -7.372 -5.573
C 6.982 -7.041 -6.466
C 5.315 -8.706 -5.683
O 5.662 -9.507 -6.524
C 4.212 -9.021 -4.730
C 3.549 -10.236 -4.844
C 2.531 -10.553 -3.961
C 2.176 -9.661 -2.955
C 2.831 -8.447 -2.839
C 3.845 -8.119 -3.730
C 4.518 -6.795 -3.607
O 4.210 -6.015 -2.729
H 8.367 -5.538 -7.100
H 7.638 -3.896 -5.401
H 5.858 -4.494 -3.790
H 7.289 -7.764 -7.210
H 3.834 -10.925 -5.627
H 2.012 -11.498 -4.054
H 1.384 -9.914 -2.262
H 2.559 -7.746 -2.062
C -0.006 1.632 -4.139
C -0.502 2.505 -5.101
C -1.868 2.636 -5.286
C -2.745 1.889 -4.510
C -2.246 0.999 -3.560
C -0.875 0.874 -3.371
C -3.161 0.162 -2.729
O -2.712 -0.592 -1.889
C -4.626 0.288 -2.960
C -5.501 -0.513 -2.236
C -6.868 -0.400 -2.433
C -7.365 0.519 -3.351
C -6.498 1.318 -4.077
C -5.127 1.202 -3.891
C -4.214 2.057 -4.702
O -4.650 2.864 -5.495
H 1.063 1.540 -3.994
H 0.181 3.086 -5.706
H -2.261 3.317 -6.028
H -0.488 0.186 -2.634
H -5.106 -1.223 -1.523
H -7.547 -1.028 -1.870
H -8.433 0.611 -3.499
H -6.877 2.034 -4.793